C5H7F3N2O | ωB97M-V with the def2-TZVPD basis set

Values from the calculation:
**Gap between HOMO and LUMO (spin up / spin down)**: 8.5 / 8.6 eV
**HOMO level (spin up / spin down)**: -7.87 / -7.88 eV
**Energy relative to the best compared isomer or geometry (same formula, charge and spin)**: 2.786 eV
**LUMO (spin up / spin down)**: 0.68 / 0.68 eV
**E_tot**: -678.9413 a.u.

Structure (XYZ):
```
18
Properties=species:S:1:pos:R:3:forces:R:3:lowdin_charge:R:1
C -0.311 -1.583 0.027 -1.6 -3.1 -1.9 -0.08
C 0.694 -1.651 0.881 0.8 0.4 0.8 -0.11
C -0.775 -0.346 -0.445 1.2 2.5 1.4 -0.29
C 1.434 1.416 -0.359 3.6 1.3 1.8 -0.14
C -1.913 0.408 0.288 1.4 -1.5 1.7 -0.55
N 1.316 -0.457 1.146 1.0 -0.2 0.2 -0.04
N 0.736 0.664 0.597 -4.4 -1.4 -0.2 -0.10
O -0.865 -0.160 -1.784 -1.6 2.7 -0.3 0.06
F -1.766 0.593 1.645 -0.4 -0.9 -1.8 0.12
F -2.080 1.620 -0.204 -0.6 0.6 -0.7 0.16
F -2.992 -0.382 0.053 -0.4 1.0 0.4 0.14
H -0.542 -2.552 -0.517 -0.2 1.4 0.8 0.15
H 1.048 -2.608 1.286 0.2 0.8 -0.1 0.13
H 1.044 1.428 -1.356 -0.5 0.0 -0.5 0.06
H 1.620 2.501 0.061 -0.5 -1.8 -1.1 0.11
H 2.446 0.932 -0.392 -0.2 0.7 -0.6 0.08
H 2.309 -0.550 1.005 0.6 0.2 0.1 0.12
H -1.404 0.729 -1.934 1.6 -2.7 0.2 0.18
```
Forces are in eV/Å.


C5H7FOS | ωB97M-V with the def2-TZVPD basis set

Values from the calculation:
**Gap between HOMO and LUMO**: 10.1 eV
**SMILES string**: O=CS[C@H]1C[C@@H](F)C1
**HOMO level**: -9.73 eV
**Energy relative to the best compared isomer or geometry (same formula, charge and spin)**: 3.265 eV
**LUMO**: 0.36 eV
**E_tot**: -767.8702 a.u.

Structure (XYZ):
```
15
Properties=species:S:1:pos:R:3:forces:R:3:lowdin_charge:R:1
C -1.827 0.351 -0.069 -2.8 0.5 0.6 -0.38
C -1.252 -0.471 1.071 -2.1 -3.2 1.3 -0.14
C -0.437 -1.363 0.021 -0.1 -1.4 2.9 -0.50
C -1.136 -0.511 -1.028 1.5 -0.5 -2.4 -0.20
C 1.354 0.727 0.155 2.3 3.1 -1.2 -0.51
H -2.899 0.413 -0.303 0.0 -0.5 0.9 0.15
H -0.850 0.068 1.935 0.1 -0.4 -0.1 0.12
H -2.022 -1.394 1.428 1.5 3.3 -0.4 0.17
H -0.861 -2.521 0.351 2.2 3.1 -1.9 0.18
H -0.293 0.109 -1.442 -1.4 -0.9 -0.9 0.12
H -1.823 -1.069 -1.685 0.7 0.6 -0.4 0.13
H 0.191 0.976 0.261 3.3 0.6 0.2 0.08
O 2.342 1.563 0.016 -5.2 -4.4 1.0 -0.09
F -1.512 1.711 -0.055 0.6 0.0 -0.1 -0.03
S 1.451 -1.055 -0.067 -0.8 0.0 0.6 0.90
```
Forces are in eV/Å.


C5H7HgO3 | ωB97M-V with the def2-TZVPD basis set

Values from the calculation:
**Charge**: +2
**Gap between HOMO and LUMO (spin up / spin down)**: 4.6 / 6.7 eV
**HOMO level (spin up / spin down)**: -16.20 / -18.19 eV
**Multiplicity**: 2
**Energy relative to the best compared isomer or geometry (same formula, charge and spin)**: 6.825 eV
**LUMO (spin up / spin down)**: -11.57 / -11.49 eV
**E_tot**: -572.8102 a.u.

Structure (XYZ):
```
16
Properties=species:S:1:pos:R:3:forces:R:3:lowdin_charge:R:1
O 1.671 0.147 -0.001 -0.5 -2.3 0.6 -0.19
Hg 2.632 1.922 -0.336 5.3 3.1 -0.6 1.59
O 0.666 1.988 -0.463 -2.5 1.7 -0.2 -0.03
C 0.491 0.818 -0.069 -4.6 -3.3 0.0 -0.67
O -0.575 0.189 0.162 1.9 0.9 0.5 0.03
C 1.732 -1.304 0.249 0.0 -1.0 0.5 -0.16
C 3.099 -1.783 -0.014 0.0 0.1 -0.1 0.15
H 1.418 -1.467 1.286 0.0 0.0 -0.2 0.15
H 0.993 -1.758 -0.430 0.1 0.2 0.1 0.15
H 3.485 -2.633 0.548 -0.1 0.3 -0.1 0.09
H 3.635 -1.441 -0.900 -0.1 -0.2 0.2 0.08
C -2.281 0.103 -0.727 -0.3 -1.2 -1.9 0.19
C -3.346 -0.155 0.050 1.6 2.2 1.7 0.06
H -4.307 0.265 -0.282 -0.2 -1.3 -0.6 0.15
H -3.157 0.048 1.121 -0.3 -0.9 0.0 0.14
H -2.603 -1.269 -0.661 -0.5 1.7 0.2 0.28
```
Forces are in eV/Å.


C5H7HgO4 | ωB97M-V with the def2-TZVPD basis set

Values from the calculation:
**Gap between HOMO and LUMO (spin up / spin down)**: 8.4 / 8.4 eV
**HOMO level (spin up / spin down)**: -7.71 / -9.40 eV
**Multiplicity**: 2
**Energy relative to the best compared isomer or geometry (same formula, charge and spin)**: 0.000 eV
**LUMO (spin up / spin down)**: 0.72 / -1.05 eV
**E_tot**: -648.9904 a.u.

Structure (XYZ):
```
17
Properties=species:S:1:pos:R:3:forces:R:3:lowdin_charge:R:1
O 1.658 0.038 -0.575 2.6 -3.1 -0.1 -0.51
C 1.065 -1.142 -0.140 -0.1 -0.3 0.3 -0.34
C -0.412 -1.167 -0.497 -0.3 -0.4 -0.1 -0.19
O -0.961 0.102 -0.087 -1.8 -2.0 0.7 -0.37
C -2.322 0.227 -0.159 -0.6 0.1 0.1 -0.25
C -2.980 1.195 0.471 0.1 -0.2 -0.1 0.03
Hg 0.521 1.607 -0.557 -0.2 5.4 -0.7 1.01
H 1.166 -1.250 0.958 -0.1 0.0 -0.2 0.12
H 1.528 -2.037 -0.596 0.0 0.3 0.1 0.13
H -0.940 -1.978 0.023 0.1 0.2 -0.1 0.13
H -0.559 -1.272 -1.583 0.1 0.0 0.2 0.13
H -2.815 -0.522 -0.785 0.1 0.2 0.1 0.12
H -2.468 1.923 1.102 -0.1 -0.2 -0.2 0.06
H -4.060 1.262 0.354 0.3 0.0 0.0 0.06
O 3.336 2.031 0.613 -0.3 -1.4 -0.9 0.10
C 3.769 0.935 0.586 1.4 1.8 2.1 -0.43
O 4.477 0.049 0.870 -1.1 -0.4 -1.1 0.19
```
Forces are in eV/Å.


C5H7I | ωB97M-V with the def2-TZVPD basis set

Values from the calculation:
**Gap between HOMO and LUMO**: 9.2 eV
**SMILES string**: C=C(C)/C=C/I
**HOMO level**: -8.86 eV
**Energy relative to the best compared isomer or geometry (same formula, charge and spin)**: 1.443 eV
**LUMO**: 0.31 eV
**E_tot**: -492.2954 a.u.

Structure (XYZ):
```
13
Properties=species:S:1:pos:R:3:forces:R:3:lowdin_charge:R:1
C 1.388 1.004 0.221 -1.3 -0.8 -0.6 0.02
C -1.011 0.842 -0.778 -0.7 0.9 -0.1 -0.14
C -2.406 0.952 -0.830 2.7 -0.6 2.1 -0.63
C 0.319 0.176 0.026 -2.3 0.8 0.3 -0.27
C 0.222 -1.311 0.422 0.9 1.1 -0.5 -0.08
I -3.582 2.298 -2.024 0.9 -0.8 0.4 0.70
H 1.172 2.052 0.073 0.2 0.2 -0.4 0.05
H 2.462 0.793 0.435 -1.3 -0.4 0.3 0.08
H -0.574 1.462 -1.550 0.2 0.0 -0.2 0.05
H -3.043 0.568 -0.013 0.3 -0.1 -0.7 0.01
H -0.022 -1.600 1.468 -0.5 0.7 -0.8 0.09
H 1.265 -1.530 0.339 0.8 -1.0 0.0 0.05
H -0.308 -1.870 -0.350 -0.2 -0.1 0.4 0.07
```
Forces are in eV/Å.


C5H7IN2 | ωB97M-V with the def2-TZVPD basis set

Values from the calculation:
**Gap between HOMO and LUMO**: 8.7 eV
**SMILES string**: CC1=C[C@](C)(I)N=N1
**HOMO level**: -9.28 eV
**Energy relative to the best compared isomer or geometry (same formula, charge and spin)**: 2.985 eV
**LUMO**: -0.57 eV
**E_tot**: -601.8103 a.u.

Structure (XYZ):
```
15
Properties=species:S:1:pos:R:3:forces:R:3:lowdin_charge:R:1
C -0.023 0.155 -0.801 -1.8 -1.9 1.4 -0.01
C 0.734 0.937 0.003 -1.5 -0.4 -2.7 -0.39
C -1.114 -0.569 0.330 2.8 0.4 -5.3 -0.93
C 1.781 1.973 -0.208 2.3 -2.7 1.1 -0.05
C -0.987 -2.072 0.162 -0.1 -2.1 3.3 -0.15
N 0.227 0.868 1.290 0.3 0.4 2.0 0.06
N -0.710 0.085 1.461 -0.7 -0.1 2.9 -0.04
I -2.995 0.121 -0.373 -0.4 0.1 0.2 0.89
H -0.183 -0.260 -1.832 0.8 1.1 1.0 0.11
H 2.110 2.232 0.848 0.1 -0.3 -1.4 0.09
H 1.365 2.861 -0.615 0.0 0.7 -1.0 0.06
H 2.645 1.386 -0.785 -1.6 2.1 1.0 0.13
H -0.209 -2.618 0.795 -0.2 1.5 -0.6 0.11
H -0.798 -2.421 -0.811 0.1 0.2 -1.5 0.05
H -1.842 -2.679 0.537 -0.1 0.9 -0.4 0.07
```
Forces are in eV/Å.


C5H7MgN4O7P2 | ωB97M-V with the def2-TZVPD basis set

Values from the calculation:
**Charge**: -1
**Gap between HOMO and LUMO**: 9.1 eV
**HOMO level**: -6.60 eV
**Energy relative to the best compared isomer or geometry (same formula, charge and spin)**: 0.000 eV
**LUMO**: 2.48 eV
**E_tot**: -1823.7869 a.u.

Structure (XYZ):
```
26
Properties=species:S:1:pos:R:3:forces:R:3:lowdin_charge:R:1
Mg -0.166 0.495 0.367 1.0 -0.8 -1.2 0.43
O -0.355 1.510 3.998 -0.1 0.0 -0.1 -0.12
P -1.338 0.715 3.002 -0.2 0.0 0.8 0.22
O -2.438 0.081 3.729 0.0 0.0 0.0 -0.27
O -0.479 -0.123 2.074 -0.4 0.0 0.7 -0.33
O -1.962 1.960 2.093 0.5 -0.3 -0.1 -0.27
P -1.135 3.043 1.232 -0.6 1.5 0.1 0.18
O -0.383 3.932 2.364 -0.1 0.0 -0.2 -0.13
O -2.099 3.906 0.507 -0.1 -0.3 0.0 -0.29
O -0.032 2.352 0.476 -0.2 0.4 0.1 -0.31
H 0.211 2.134 3.518 0.0 0.0 0.2 0.05
H -0.888 4.751 2.469 0.1 -0.2 0.1 0.08
N 2.354 -0.817 -1.143 0.0 0.0 0.1 -0.09
C 1.465 -0.356 -0.560 0.6 -0.4 -0.5 -0.31
N -4.793 2.135 -0.325 0.3 0.6 -0.1 0.14
C -4.058 0.993 -0.288 0.3 -0.6 -0.1 -0.37
C -2.725 0.975 -0.764 -0.3 -0.2 -0.1 -0.07
N -1.958 -0.098 -0.629 -0.7 0.2 0.2 0.02
C -2.521 -1.198 -0.097 0.1 -0.1 -0.2 -0.12
C -3.853 -1.203 0.255 0.0 -0.1 -0.2 -0.11
N -4.622 -0.122 0.170 0.0 0.3 0.0 0.14
H -4.226 2.980 -0.240 -0.2 -0.2 0.1 0.09
H -5.614 2.102 0.257 0.0 0.1 0.0 0.10
H -2.305 1.838 -1.263 0.1 0.1 0.2 0.13
H -1.882 -2.062 0.013 0.0 0.0 0.1 0.12
H -4.339 -2.101 0.615 0.1 0.0 0.1 0.11
```
Forces are in eV/Å.


C5H7N | ωB97M-V with the def2-TZVPD basis set

Values from the calculation:
**Gap between HOMO and LUMO**: 9.2 eV
**SMILES string**: Cc1cc[nH]c1
**HOMO level**: -8.11 eV
**Energy relative to the best compared isomer or geometry (same formula, charge and spin)**: 0.211 eV
**LUMO**: 1.09 eV
**E_tot**: -249.4655 a.u.

Structure (XYZ):
```
13
Properties=species:S:1:pos:R:3:forces:R:3:lowdin_charge:R:1
C 1.257 1.249 0.795 0.6 0.0 -0.7 -0.06
C 0.317 0.320 0.085 -0.5 -0.2 0.7 -0.30
C 0.512 -1.031 -0.072 0.4 0.7 -0.1 -0.10
N -0.611 -1.567 -0.636 -0.4 0.0 0.4 0.00
C -1.578 -0.589 -0.740 0.4 -0.6 -0.3 -0.13
C -1.027 0.587 -0.317 0.0 0.1 -0.3 -0.07
H 1.581 0.834 1.748 -0.1 0.1 0.1 0.07
H 2.168 1.398 0.202 -0.1 0.0 0.1 0.07
H 0.845 2.242 0.951 -0.2 0.0 0.1 0.07
H 1.425 -1.567 0.131 -0.2 -0.3 0.0 0.12
H -0.844 -2.544 -0.614 0.2 0.0 -0.2 0.14
H -2.521 -0.873 -1.177 -0.1 0.3 0.1 0.10
H -1.525 1.541 -0.355 0.1 0.1 0.1 0.10
```
Forces are in eV/Å.


C5H7N | ωB97M-V with the def2-TZVPD basis set

Values from the calculation:
**Gap between HOMO and LUMO (spin up / spin down)**: 7.9 / 6.5 eV
**HOMO level (spin up / spin down)**: -7.34 / -6.28 eV
**Energy relative to the best compared isomer or geometry (same formula, charge and spin)**: 7.374 eV
**LUMO (spin up / spin down)**: 0.58 / 0.19 eV
**E_tot**: -249.2022 a.u.

Structure (XYZ):
```
13
Properties=species:S:1:pos:R:3:forces:R:3:lowdin_charge:R:1
C 1.544 0.395 0.121 -0.1 -2.0 -3.3 -0.34
C -0.131 0.733 0.087 1.5 -2.8 0.3 -0.20
C -1.001 -0.030 -0.838 0.8 -0.4 2.9 -0.03
C -1.025 -0.047 0.855 -3.1 -1.0 1.2 -0.05
C -1.434 -1.118 -0.068 2.7 0.7 0.5 0.06
N 1.914 -0.883 0.208 0.0 -0.9 3.1 -0.01
H 1.965 1.012 0.841 0.3 1.3 1.6 0.07
H 1.736 0.736 -0.882 0.2 1.2 -0.6 0.09
H 1.938 -1.487 -0.571 -0.3 0.0 -1.5 -0.02
H -0.225 1.741 0.244 -0.2 2.6 -0.2 0.11
H -1.516 0.515 -1.494 -2.3 1.7 -3.0 0.09
H -1.649 0.365 1.723 0.7 -0.6 -1.5 0.16
H -2.116 -1.933 -0.227 -0.1 0.2 0.4 0.09
```
Forces are in eV/Å.


C5H7N | ωB97M-V with the def2-TZVPD basis set

Values from the calculation:
**Gap between HOMO and LUMO**: 10.5 eV
**SMILES string**: C#C[C@@H]1CN1C
**HOMO level**: -9.36 eV
**Energy relative to the best compared isomer or geometry (same formula, charge and spin)**: 3.222 eV
**LUMO**: 1.11 eV
**E_tot**: -249.3548 a.u.

Structure (XYZ):
```
13
Properties=species:S:1:pos:R:3:forces:R:3:lowdin_charge:R:1
C -1.850 -0.465 -0.081 -0.1 0.0 -0.1 -0.10
N -0.544 -0.338 0.538 0.0 -0.1 0.0 -0.13
C -0.082 0.984 0.881 0.0 0.2 0.1 -0.11
C 0.501 0.249 -0.280 0.1 0.0 -0.2 -0.32
C 1.812 -0.365 -0.318 0.3 0.0 -0.2 -0.09
C 2.902 -0.831 -0.523 -0.2 0.1 0.1 0.11
H -1.863 -1.380 -0.681 0.0 0.1 0.1 0.08
H -2.115 0.387 -0.731 0.1 -0.1 0.1 0.08
H -2.610 -0.556 0.702 0.1 0.0 -0.1 0.08
H -0.714 1.840 0.634 0.1 -0.2 0.0 0.11
H 0.468 1.066 1.816 0.0 0.0 -0.2 0.11
H 0.216 0.632 -1.262 -0.1 0.0 0.2 0.14
H 3.879 -1.223 -0.695 -0.2 0.0 0.1 0.02
```
Forces are in eV/Å.